14
Properties=species:S:1:pos:R:3:mulliken_charge:R:1 method="wB97M-V/def2-TZVPD" total_charge=+1 gap_ev=8.97 e_tot_ha=-303.73612 e_homo_ev=-15.2
C 2.792 0.287 0.321 -0.666
C 1.726 -0.393 0.111 0.725
C -0.158 -0.715 -0.118 0.564
C -1.580 -0.992 0.084 -0.930
C 0.228 1.885 -0.013 -0.647
N 0.512 0.433 0.041 -0.048
N 0.900 -1.540 0.011 -0.197
H -2.016 0.087 -0.028 0.265
H -1.932 -1.665 0.981 0.331
H -2.025 -1.566 -0.892 0.333
H -0.690 2.166 0.632 0.288
H 1.122 2.387 0.347 0.308
H 0.064 2.135 -1.097 0.339
H 1.056 -2.511 -0.380 0.334